Entry 1:
12
Properties=species:S:1:pos:R:3:nbo_charge:R:1 method="wB97M-V/def2-TZVPD" lumo_ev=0.50 multiplicity=1 homo_lumo_gap_ev=9.71 smiles="O=CSCCO"
C -0.036 0.851 0.959 -0.0658
C 0.844 0.633 -0.296 -0.5411
C -0.487 -1.477 -1.479 0.2746
H -1.031 -0.294 2.181 0.4814
H -0.733 1.656 0.809 0.1652
H 0.638 1.130 1.763 0.1644
H 1.378 1.602 -0.449 0.2367
H 1.630 -0.094 -0.224 0.2347
H -1.600 -1.634 -1.206 0.1449
O -0.790 -0.262 1.262 -0.7286
O 0.336 -2.377 -1.558 -0.5001
S -0.149 0.266 -1.763 0.1338



Entry 2:
12
Properties=species:S:1:pos:R:3:nbo_charge:R:1 method="wB97M-V/def2-TZVPD" lumo_ev="0.54 / -0.56" multiplicity=1 homo_lumo_gap_ev="8.44 / 6.23"
C -0.140 -0.014 0.066 0.4024
C -1.319 0.720 -0.393 -0.6757
C 1.095 0.807 0.301 -0.6958
O 0.290 -3.741 0.343 -0.8830
O -0.222 -1.308 0.075 -0.6091
S 0.982 -2.502 0.162 1.0929
H -1.713 0.473 -1.488 0.2338
H -2.190 0.585 0.410 0.2384
H -0.976 1.746 -0.448 0.2168
H 1.823 0.739 -0.526 0.2272
H 1.614 0.652 1.172 0.2300
H 0.756 1.843 0.326 0.2222



Entry 3:
12
Properties=species:S:1:pos:R:3:nbo_charge:R:1 method="wB97M-V/def2-TZVPD" lumo_ev=-0.36 multiplicity=1 homo_lumo_gap_ev=8.70 smiles="O=C(O)CCS"
O 0.778 -2.040 0.193 -0.5793
C 0.651 -1.044 0.850 0.7924
O 0.849 -1.030 2.188 -0.6865
C 0.284 0.297 0.324 -0.5516
C -0.529 0.141 -0.975 -0.3982
S -1.478 1.581 -1.550 -0.3420
H 1.384 -1.783 2.469 0.4982
H -0.306 0.963 0.957 0.2537
H 1.193 0.888 0.162 0.2470
H -1.186 -0.714 -0.790 0.2524
H 0.072 -0.132 -1.841 0.2320
H -1.714 2.873 -1.987 0.2819



These records have relative energy (zero: lowest compared OMol25 entry of this formula, charge and spin) values of 1.573 3.788 2.568 eV, in the order they appear.